99
Properties=species:S:1:pos:R:3 method="wB97M-V/def2-TZVPD" homo_energy_ev=-7.8 multiplicity=1 largest_force_ev_per_a=0.622 relative_energy_kcal_mol=15.3
H 0.607 -2.730 3.013
C 2.009 2.419 -3.993
C 2.282 -3.082 1.105
C -1.723 -3.778 1.127
C -3.189 -0.004 0.045
H -2.408 -3.022 5.032
C 0.903 -2.549 5.127
H 2.373 7.271 2.696
C 1.023 0.636 -2.678
H 3.105 0.791 -3.156
C 2.481 0.353 2.440
C 0.764 3.023 -4.137
C -3.337 -1.141 4.574
C 3.710 0.772 2.949
O 2.204 2.217 -0.610
H -0.375 2.537 4.056
H -3.585 0.524 -0.827
H -2.716 -3.395 -0.596
H -0.917 -4.427 1.455
H 0.286 3.323 1.705
H 3.709 -4.636 1.495
C -0.736 -3.273 -1.118
H 1.432 -1.598 5.038
H -1.460 -2.748 1.343
H -1.318 3.800 3.252
H -1.337 0.566 -0.161
C 1.194 2.315 0.058
H 2.779 -6.161 -0.230
H -0.954 -2.210 -1.066
C -0.223 1.244 -2.857
H -2.981 -5.721 -0.181
H -3.305 0.638 0.916
C 1.212 0.188 3.071
H -0.413 -3.797 3.979
C -0.358 2.422 -3.568
H 0.766 -5.486 -1.481
H 2.744 -2.422 1.832
C -2.311 -2.071 4.516
H 1.117 0.459 4.125
C -1.863 1.773 2.661
H -3.539 -1.827 1.116
N 0.500 5.228 -5.477
O 4.813 6.855 2.770
C 2.128 1.243 -3.276
H -1.233 -5.917 -0.450
H 3.509 3.114 0.675
C 1.593 5.623 1.813
H -2.040 2.837 4.549
C -2.115 -5.345 -0.722
H 3.898 1.132 3.951
F 5.550 4.434 1.559
C 1.155 -0.615 -1.878
C 3.928 0.113 0.818
C 0.843 3.585 0.813
H -2.286 -5.411 -1.794
Ga 0.984 -0.545 0.163
H 0.171 4.166 0.181
H 4.292 -0.123 -0.171
H -3.944 -1.898 -0.638
C 4.007 6.102 2.273
N -1.885 -3.928 -0.347
H -1.180 1.733 1.816
C 2.311 -5.206 -0.030
H 5.687 0.858 1.935
C 4.272 4.829 1.635
C 1.178 -4.821 -0.726
H 2.143 -1.063 -2.022
C -3.959 -1.281 0.268
C 0.594 -3.573 -0.491
O 0.430 5.959 1.944
H 2.880 2.879 -4.440
N 0.217 -0.315 2.430
C 0.003 -2.789 3.911
C -1.132 -1.798 3.830
C -0.992 -0.567 3.162
N 2.634 -0.051 1.134
H -4.248 -1.362 5.117
C 3.295 4.060 1.150
C 2.840 -4.340 0.919
O 0.291 1.386 0.228
C -1.370 2.800 3.687
N 2.640 6.399 2.264
N 1.968 4.439 1.209
C 0.622 4.251 -4.881
H -1.329 2.885 -3.687
C 1.157 -2.634 0.392
H 0.318 -2.525 6.048
H -2.837 2.095 2.283
H -0.826 -3.625 -2.146
H -3.948 0.838 4.022
O -1.800 -0.294 -0.166
H -2.661 -4.052 1.608
H 0.422 -1.333 -2.240
H -1.102 0.778 -2.426
C 4.636 0.616 1.911
H 1.651 -3.338 5.214
H -5.003 -1.058 0.494
C -3.167 0.086 3.958
C -2.003 0.397 3.256